Here is the ion C21H30NO3 with charge +1 from the Open Molecules 2025 dataset. Energies are from ωB97M-V/def2-TZVPD.

For the energy relative to the best compared isomer or geometry (same formula, charge and spin), the calculation gives 21.3 kcal per mole. The calculation puts the gap between HOMO and LUMO at 8.68 eV. The SMILES is CCOCCC[NH2+]Cc1ccc(OCc2ccccc2C)c(OC)c1. As for the largest force on an atom: 0.7 eV/A. Its LUMO energy is -2.285 eV. The calculation puts the HOMO energy at -0.40281 hartree.

Structure (ORCA input):
```
! wB97M-V def2-TZVPD RIJCOSX def2/J DEFGRID3
* xyz 1 1
C 3.00 -0.75 1.59
C 2.62 -2.22 1.54
O 2.69 -2.78 0.23
C 3.98 -3.09 -0.29
C 4.43 -2.13 -1.40
C 3.39 -2.04 -2.51
N 2.16 -1.43 -1.95
C 0.89 -1.63 -2.69
C -0.23 -1.09 -1.84
C -0.94 0.04 -2.18
C -1.91 0.53 -1.32
C -2.18 -0.08 -0.09
O -3.09 0.39 0.80
C -3.84 1.56 0.51
C -3.03 2.83 0.43
C -3.24 3.70 -0.64
C -2.54 4.88 -0.75
C -1.60 5.21 0.22
C -1.39 4.36 1.28
C -2.10 3.17 1.42
C -1.85 2.29 2.60
C -1.45 -1.24 0.26
O -1.54 -1.94 1.41
C -2.67 -1.84 2.27
C -0.50 -1.72 -0.62
H 4.04 -0.59 1.29
H 2.90 -0.40 2.62
H 2.34 -0.15 0.97
H 1.58 -2.35 1.83
H 3.25 -2.80 2.21
H 3.90 -4.10 -0.70
H 4.72 -3.11 0.51
H 4.61 -1.13 -0.99
H 5.37 -2.50 -1.81
H 3.14 -3.05 -2.86
H 3.75 -1.46 -3.36
H 2.07 -1.88 -0.99
H 2.30 -0.43 -1.81
H 0.76 -2.70 -2.86
H 0.93 -1.12 -3.66
H -0.77 0.54 -3.11
H -2.45 1.41 -1.60
H -4.54 1.62 1.35
H -4.41 1.42 -0.41
H -3.98 3.45 -1.39
H -2.72 5.55 -1.58
H -1.04 6.13 0.14
H -0.67 4.62 2.04
H -2.79 1.92 3.02
H -1.25 1.42 2.33
H -1.32 2.84 3.38
H -2.56 -2.65 2.98
H -3.60 -1.95 1.71
H -2.68 -0.89 2.80
H 0.03 -2.62 -0.33
*
```

Atom charges from the Mulliken analysis, given in e for atoms 1 to 4:
1. C -1.0592
2. C -0.2999
3. O -0.5119
4. C -0.5342

Here is a cluster of 3 separate species, C21H30O4 in total from the Open Molecules 2025 dataset. Energies are from ωB97M-V/def2-TZVPD.

For the energy relative to the best compared isomer or geometry (same formula, charge and spin), the calculation gives 43.7 kcal per mole. The calculation puts the gap between HOMO and LUMO at 9.93 eV. The SMILES is CCC(=O)OCCCOCCOC.c1ccccc1.c1ccccc1. As for the largest force on an atom: 0.7 eV/A. Its LUMO energy is 0.600 eV. The calculation puts the HOMO energy at -0.34284 hartree.

Structure (ORCA input):
```
! wB97M-V def2-TZVPD RIJCOSX def2/J DEFGRID3
* xyz 0 1
C -2.37 -0.53 4.26
C -1.21 -0.06 5.15
C 0.00 -0.95 4.95
O 0.01 -2.13 5.19
O 1.06 -0.29 4.45
C 1.93 -1.08 3.61
C 1.18 -1.69 2.42
C 1.66 -1.15 1.08
O 1.73 0.25 1.01
C 0.46 0.88 0.97
C 0.64 2.38 1.03
O 0.86 2.98 -0.23
C -0.29 3.09 -1.05
H -3.32 -0.27 4.71
H -2.33 -0.04 3.28
H -2.34 -1.61 4.11
H -0.93 0.96 4.90
H -1.49 -0.09 6.20
H 2.68 -0.37 3.26
H 2.44 -1.84 4.20
H 1.35 -2.77 2.40
H 0.11 -1.52 2.51
H 2.67 -1.52 0.87
H 1.01 -1.56 0.29
H -0.06 0.60 0.04
H -0.17 0.55 1.80
H 1.53 2.59 1.63
H -0.22 2.83 1.53
H -0.17 2.45 -1.92
H -0.39 4.12 -1.38
H -1.19 2.77 -0.51
C -2.21 -5.15 -0.30
C -1.73 -4.09 0.45
C -1.79 -2.80 -0.06
C -2.34 -2.57 -1.32
C -2.81 -3.63 -2.07
C -2.75 -4.92 -1.56
H -2.17 -6.16 0.10
H -1.31 -4.26 1.43
H -1.42 -1.97 0.53
H -2.39 -1.56 -1.71
H -3.23 -3.46 -3.05
H -3.13 -5.76 -2.14
C 2.20 4.24 -4.14
C 2.04 4.60 -5.47
C 1.70 3.64 -6.42
C 1.53 2.32 -6.03
C 1.70 1.96 -4.70
C 2.03 2.92 -3.76
H 2.46 4.99 -3.41
H 2.17 5.63 -5.78
H 1.57 3.92 -7.46
H 1.27 1.57 -6.77
H 1.57 0.92 -4.40
H 2.16 2.64 -2.72
*
```

Atom charges from the Mulliken analysis, given in e for atoms 1 to 4:
1. C -1.0427
2. C -0.3195
3. C 0.5876
4. O -0.5782

Here is a structure of composition C21H31ClMnN2O5S at a distorted geometry from the Open Molecules 2025 dataset. Energies are from ωB97M-V/def2-TZVPD.

The calculation puts the gap between HOMO and LUMO (alpha / beta) at 3.72 / 3.02 eV. As for the largest force on an atom: 3.2 eV/A. Its LUMO energy (alpha / beta) is 2.458 / 2.457 eV. The expectation value of S² is 6.05. The calculation puts the HOMO energy (alpha / beta) at -0.04631 / -0.02055 hartree.

Structure (ORCA input):
```
! wB97M-V def2-TZVPD RIJCOSX def2/J DEFGRID3
* xyz -1 5
Mn -1.20 -0.06 0.24
Cl -2.57 0.06 2.06
N -0.33 1.86 0.05
N -0.38 -2.00 0.20
C -0.96 2.67 -0.78
C -0.73 -2.84 -0.75
C 0.93 2.50 0.46
C 0.71 3.94 0.01
C 2.07 1.87 -0.30
C 1.14 2.41 1.95
H 1.88 1.93 -1.39
H 2.19 0.82 -0.02
H 3.00 2.40 -0.08
H 0.28 2.83 2.49
H 2.04 2.97 2.23
H 1.26 1.37 2.28
C 0.60 -2.67 1.08
C 0.89 -3.96 0.32
C -0.04 -3.00 2.42
C 1.83 -1.81 1.25
H 2.17 -1.46 0.27
H 2.63 -2.40 1.71
H 1.61 -0.96 1.91
H -1.03 -3.44 2.26
H -0.13 -2.11 3.04
H 0.60 -3.73 2.94
O -0.06 -3.97 -0.79
H 0.72 -4.87 0.90
H 1.90 -3.99 -0.11
O -0.42 3.87 -0.92
H 1.55 4.39 -0.54
H 0.42 4.61 0.83
C -2.14 2.28 -1.58
C -1.77 -2.59 -1.78
C -1.44 -1.30 -2.45
H -2.74 -2.52 -1.26
H -1.80 -3.44 -2.48
C -1.58 -0.13 -1.72
C -1.68 1.10 -2.37
H -0.83 0.12 3.22
C -1.26 1.19 -3.71
C -0.87 0.03 -4.39
C -1.18 2.53 -4.38
C -0.98 -1.22 -3.78
H -0.50 0.10 -5.41
C -0.58 -2.46 -4.53
H -0.07 -2.18 -5.45
H -1.46 -3.06 -4.80
H 0.09 -3.09 -3.93
H -2.17 2.96 -4.53
H -0.70 2.43 -5.36
H -0.59 3.24 -3.79
H -2.48 3.12 -2.19
H -2.93 1.99 -0.87
C 1.76 0.38 5.54
S 0.02 0.58 5.20
O -0.75 -0.36 5.97
O -0.32 1.98 5.17
O 0.09 0.05 3.64
H 1.96 0.67 6.58
H 2.33 1.03 4.86
H 2.03 -0.67 5.39
*
```

Atom charges from the Mulliken analysis, given in e for atoms 1 to 4:
1. Mn -0.6849
2. Cl -0.6516
3. N 0.0529
4. N -0.0467

- Look up the largest force on an atom of the first one.
  0.7 eV/A

Please write out number 1 again, unchanged.
Here is the ion C21H30NO3 with charge +1 from the Open Molecules 2025 dataset. Energies are from ωB97M-V/def2-TZVPD.

For the energy relative to the best compared isomer or geometry (same formula, charge and spin), the calculation gives 21.3 kcal per mole. The calculation puts the gap between HOMO and LUMO at 8.68 eV. The SMILES is CCOCCC[NH2+]Cc1ccc(OCc2ccccc2C)c(OC)c1. As for the largest force on an atom: 0.7 eV/A. Its LUMO energy is -2.285 eV. The calculation puts the HOMO energy at -0.40281 hartree.

Structure (ORCA input):
```
! wB97M-V def2-TZVPD RIJCOSX def2/J DEFGRID3
* xyz 1 1
C 3.00 -0.75 1.59
C 2.62 -2.22 1.54
O 2.69 -2.78 0.23
C 3.98 -3.09 -0.29
C 4.43 -2.13 -1.40
C 3.39 -2.04 -2.51
N 2.16 -1.43 -1.95
C 0.89 -1.63 -2.69
C -0.23 -1.09 -1.84
C -0.94 0.04 -2.18
C -1.91 0.53 -1.32
C -2.18 -0.08 -0.09
O -3.09 0.39 0.80
C -3.84 1.56 0.51
C -3.03 2.83 0.43
C -3.24 3.70 -0.64
C -2.54 4.88 -0.75
C -1.60 5.21 0.22
C -1.39 4.36 1.28
C -2.10 3.17 1.42
C -1.85 2.29 2.60
C -1.45 -1.24 0.26
O -1.54 -1.94 1.41
C -2.67 -1.84 2.27
C -0.50 -1.72 -0.62
H 4.04 -0.59 1.29
H 2.90 -0.40 2.62
H 2.34 -0.15 0.97
H 1.58 -2.35 1.83
H 3.25 -2.80 2.21
H 3.90 -4.10 -0.70
H 4.72 -3.11 0.51
H 4.61 -1.13 -0.99
H 5.37 -2.50 -1.81
H 3.14 -3.05 -2.86
H 3.75 -1.46 -3.36
H 2.07 -1.88 -0.99
H 2.30 -0.43 -1.81
H 0.76 -2.70 -2.86
H 0.93 -1.12 -3.66
H -0.77 0.54 -3.11
H -2.45 1.41 -1.60
H -4.54 1.62 1.35
H -4.41 1.42 -0.41
H -3.98 3.45 -1.39
H -2.72 5.55 -1.58
H -1.04 6.13 0.14
H -0.67 4.62 2.04
H -2.79 1.92 3.02
H -1.25 1.42 2.33
H -1.32 2.84 3.38
H -2.56 -2.65 2.98
H -3.60 -1.95 1.71
H -2.68 -0.89 2.80
H 0.03 -2.62 -0.33
*
```

Atom charges from the Mulliken analysis, given in e for atoms 1 to 4:
1. C -1.0592
2. C -0.2999
3. O -0.5119
4. C -0.5342

- Which value of largest force on an atom does entry 3 give?
  3.2 eV/A

What did the second record say?
Here is a cluster of 3 separate species, C21H30O4 in total from the Open Molecules 2025 dataset. Energies are from ωB97M-V/def2-TZVPD.

For the energy relative to the best compared isomer or geometry (same formula, charge and spin), the calculation gives 43.7 kcal per mole. The calculation puts the gap between HOMO and LUMO at 9.93 eV. The SMILES is CCC(=O)OCCCOCCOC.c1ccccc1.c1ccccc1. As for the largest force on an atom: 0.7 eV/A. Its LUMO energy is 0.600 eV. The calculation puts the HOMO energy at -0.34284 hartree.

Structure (ORCA input):
```
! wB97M-V def2-TZVPD RIJCOSX def2/J DEFGRID3
* xyz 0 1
C -2.37 -0.53 4.26
C -1.21 -0.06 5.15
C 0.00 -0.95 4.95
O 0.01 -2.13 5.19
O 1.06 -0.29 4.45
C 1.93 -1.08 3.61
C 1.18 -1.69 2.42
C 1.66 -1.15 1.08
O 1.73 0.25 1.01
C 0.46 0.88 0.97
C 0.64 2.38 1.03
O 0.86 2.98 -0.23
C -0.29 3.09 -1.05
H -3.32 -0.27 4.71
H -2.33 -0.04 3.28
H -2.34 -1.61 4.11
H -0.93 0.96 4.90
H -1.49 -0.09 6.20
H 2.68 -0.37 3.26
H 2.44 -1.84 4.20
H 1.35 -2.77 2.40
H 0.11 -1.52 2.51
H 2.67 -1.52 0.87
H 1.01 -1.56 0.29
H -0.06 0.60 0.04
H -0.17 0.55 1.80
H 1.53 2.59 1.63
H -0.22 2.83 1.53
H -0.17 2.45 -1.92
H -0.39 4.12 -1.38
H -1.19 2.77 -0.51
C -2.21 -5.15 -0.30
C -1.73 -4.09 0.45
C -1.79 -2.80 -0.06
C -2.34 -2.57 -1.32
C -2.81 -3.63 -2.07
C -2.75 -4.92 -1.56
H -2.17 -6.16 0.10
H -1.31 -4.26 1.43
H -1.42 -1.97 0.53
H -2.39 -1.56 -1.71
H -3.23 -3.46 -3.05
H -3.13 -5.76 -2.14
C 2.20 4.24 -4.14
C 2.04 4.60 -5.47
C 1.70 3.64 -6.42
C 1.53 2.32 -6.03
C 1.70 1.96 -4.70
C 2.03 2.92 -3.76
H 2.46 4.99 -3.41
H 2.17 5.63 -5.78
H 1.57 3.92 -7.46
H 1.27 1.57 -6.77
H 1.57 0.92 -4.40
H 2.16 2.64 -2.72
*
```

Atom charges from the Mulliken analysis, given in e for atoms 1 to 4:
1. C -1.0427
2. C -0.3195
3. C 0.5876
4. O -0.5782